# 1
Molecular formula: C6H17NO
Method: DFT, ωB97M-V/def2-TZVPD

```
25
C6H17NO, DFT ωB97M-V/def2-TZVPD
O 0.9183 0.6462 -0.6171
N -0.0075 -0.6437 1.4271
C -0.4722 0.1749 2.5455
C -0.5469 0.3223 -1.5933
C -0.9835 1.7397 -1.8677
C -1.4521 -0.5334 -0.8769
C 2.1005 0.5962 -1.3565
C 0.4896 -1.9661 1.7997
H 0.8070 -2.4871 0.8968
H 2.9562 0.7897 -0.6986
H -0.7981 1.1386 2.1564
H 1.3390 -1.9029 2.4874
H -1.7528 1.7414 -2.6440
H -1.3138 -0.3152 3.0395
H -1.4058 2.1835 -0.9656
H -1.4662 -1.5737 -1.1963
H -0.3068 -2.5404 2.2771
H -0.1509 2.3592 -2.1965
H 0.6851 -0.1145 0.8286
H 2.2606 -0.3845 -1.8363
H 2.1222 1.3576 -2.1531
H 0.3205 0.3434 3.2815
H -2.4529 -0.1351 -0.7206
H -0.0354 -0.1411 -2.4367
H -0.8542 -0.6550 0.4196
```

Results
maximum force = 0.0316 Eh/bohr
E = -10032.358 eV
gap between HOMO and LUMO = 8.3819 eV

=====

# 2
Molecular formula: C6H17NO
Method: DFT, ωB97M-V/def2-TZVPD

```
25
C6H17NO, DFT ωB97M-V/def2-TZVPD
O 0.5269 0.2172 4.8749
N 1.7286 1.6273 -1.0680
C -0.7945 -1.0437 -0.1217
C -0.7130 -2.5597 -0.1216
C 0.7121 0.9748 -0.2606
C -0.5353 1.8450 -0.0088
C -0.0471 -0.2330 -2.3979
C 0.3299 -0.3742 -0.9165
H -0.9842 1.6739 0.9708
H -0.2450 2.8783 0.1489
H 2.1333 2.4239 -0.5934
H 0.7630 -0.3805 -3.1077
H -1.7398 -0.7699 -0.5967
H 0.0624 0.7254 5.5580
H 1.1591 0.7017 0.6934
H 0.1002 -2.8959 0.5263
H 1.2209 -0.9865 -0.8313
H -0.4642 -2.9205 -1.1266
H -0.8557 -0.9170 -2.6513
H -0.4477 0.7678 -2.5773
H -1.3182 1.6894 -0.7457
H -1.6089 -3.0821 0.2431
H -0.8828 -0.6062 0.8701
H 0.4669 -0.6789 5.2295
H 1.4332 1.9234 -1.9898
```

Results
SMILES = CC[C@@H](C)[C@H](C)N.O
maximum force = 0.0216 Eh/bohr
E = -10035.183 eV
gap between HOMO and LUMO = 9.7060 eV

=====

# 3
Molecular formula: C6H17NP
Method: DFT, ωB97M-V/def2-TZVPD

```
25
C6H17NP, DFT ωB97M-V/def2-TZVPD
P 0.5366 -0.9111 1.2213
N -1.5703 0.4183 -0.6365
C 1.8276 -1.9249 0.3996
C -2.2076 1.6726 -1.0668
C 1.2492 0.8972 -0.8701
C 0.9636 -0.3582 3.0137
C 0.5117 0.5391 0.3756
C -1.4806 -0.5462 -1.6866
H -2.7786 1.4854 -1.9893
H 0.0902 1.3764 0.9508
H 1.8938 -2.7428 1.1200
H 1.9164 0.1656 3.0207
H 1.5341 -2.2089 -0.5923
H -2.1042 0.1501 0.1318
H 2.2812 1.3519 -0.5196
H 0.6637 1.3990 -1.5199
H 1.1619 -1.2829 3.7356
H -1.5490 2.3763 -1.4023
H -1.3655 -1.6289 -1.2740
H -2.4982 -0.6903 -2.0885
H 0.0683 0.2300 3.4835
H -2.8908 2.0829 -0.4093
H -0.6995 -0.3484 -2.4801
H 1.6050 0.0161 -1.4040
H 2.8411 -1.5184 0.4866
```

Results
maximum force = 0.0964 Eh/bohr
E = -17267.155 eV
gap between HOMO and LUMO = 8.1397 eV
total charge = +1

=====

- The lowest maximum force belongs to which entry?
  number 2

=====

- The highest E belongs to which entry?
  number 1

=====

- Which value of gap between HOMO and LUMO does entry 1 give?
  8.3819 eV